# 1
# C46H43Cl2KN4O2P2Si

A structure of composition C46H43Cl2KN4O2P2Si in a non-equilibrium geometry (ωB97M-V/def2-TZVPD, the Open Molecules 2025 dataset).

HOMO: -1.12 eV
Net charge: -2
Maximum force: 0.0217 Eh/bohr
Orbital gap: 0.185 hartree
Energy: -126284.4788 eV

Cartesian coordinates (Å):
K: 1.373 -0.451 1.650
Cl: -4.327 0.346 7.228
Cl: 0.289 2.712 5.763
P: -2.119 -1.422 -0.563
P: 0.658 -1.688 -1.363
Si: -0.080 3.702 -0.127
O: 0.347 0.603 3.645
O: 3.552 -0.335 2.316
N: 4.222 -0.230 -0.443
N: 6.062 0.879 -0.921
N: -1.027 -2.309 -1.558
N: -1.427 -1.447 3.321
C: 5.993 1.621 4.107
C: -3.539 -1.088 -3.007
C: -4.328 1.503 -2.399
C: -2.928 0.381 6.157
C: -2.312 -2.394 3.128
C: 1.421 4.805 -0.339
C: 1.745 2.057 -2.085
C: 1.309 -3.604 -5.022
C: 6.976 1.829 3.126
C: -0.207 0.321 -3.079
C: -0.623 0.530 4.427
C: 0.140 1.837 -0.093
C: -3.730 -1.609 4.877
C: 1.360 -2.653 -2.795
C: -5.249 -4.618 0.784
C: 0.681 -2.932 -3.982
C: -2.790 -0.586 5.135
C: 5.541 0.693 1.498
C: 1.117 1.103 -1.092
C: 5.503 0.529 -2.131
C: -0.788 4.138 1.558
C: 2.683 -3.076 -2.679
C: -3.156 -0.522 -1.794
C: 0.027 1.510 -3.725
C: -0.866 1.427 5.499
C: 4.578 0.375 2.515
C: -4.713 0.927 -3.600
C: -3.497 -2.508 3.877
C: 6.715 1.373 1.848
C: -4.316 -0.372 -3.904
C: -3.020 -4.087 0.036
C: 5.257 0.401 0.082
C: 1.145 2.304 -3.264
C: 3.321 -3.743 -3.720
C: 4.840 0.940 3.811
C: -3.550 0.778 -1.501
C: -4.658 -2.359 0.192
C: -5.594 -3.278 0.639
C: -1.643 -0.531 4.297
C: 4.368 -0.147 -1.811
C: -1.980 1.353 6.329
C: -3.352 -2.745 -0.132
C: -3.956 -5.016 0.484
C: 0.416 -0.024 -1.861
C: -1.344 4.163 -1.437
C: 2.634 -4.010 -4.896
H: -2.095 -3.114 2.344
H: -2.012 -4.435 -0.157
H: -0.035 3.994 2.340
H: -2.099 2.086 7.117
H: 7.901 2.343 3.354
H: 3.222 -2.858 -1.761
H: -4.629 -1.663 5.478
H: 5.938 0.816 -3.073
H: 2.681 2.541 -1.821
H: -4.601 -0.818 -4.850
H: -2.359 4.112 -1.030
H: -1.049 -3.310 -1.404
H: 7.475 1.555 1.093
H: -5.978 -5.338 1.134
H: -3.205 -2.093 -3.244
H: -1.278 3.467 -2.280
H: 4.354 -4.052 -3.610
H: -3.222 1.235 -0.572
H: -4.944 -1.317 0.093
H: 4.071 0.782 4.558
H: -4.207 -3.294 3.648
H: -0.873 -0.402 -3.545
H: 1.146 5.828 -0.061
H: 3.126 -4.530 -5.710
H: 0.398 1.595 0.944
H: 1.923 0.669 -0.495
H: 0.767 -3.804 -5.940
H: -6.597 -2.947 0.879
H: -1.138 5.175 1.604
H: 1.778 4.800 -1.370
H: -4.612 2.522 -2.169
H: -0.485 1.756 -4.648
H: 6.892 1.425 -0.795
H: -5.302 1.495 -4.310
H: -0.864 1.429 -0.258
H: -0.351 -2.615 -4.085
H: -1.629 3.483 1.807
H: -3.665 -6.053 0.603
H: 6.142 2.012 5.109
H: -1.179 5.176 -1.816
H: 3.626 -0.551 -2.482
H: 1.566 3.052 -3.932
H: 2.245 4.488 0.308


# 2
# C46H43GeMnN9O3S3Si

A structure of composition C46H43GeMnN9O3S3Si (ωB97M-V/def2-TZVPD, the Open Molecules 2025 dataset).

HOMO (alpha / beta): -9.99 / -9.99 eV
Net charge: +1
Maximum force: 0.0194 Eh/bohr
Orbital gap (alpha / beta): 0.249 / 0.263 hartree
Energy: -196167.0961 eV

Cartesian coordinates (Å):
Ge: -2.311 -0.765 0.889
Mn: 0.833 0.855 -0.564
S: 0.529 0.447 1.816
S: 3.948 -0.216 0.172
S: 0.693 -1.554 -0.256
Si: 0.481 3.044 4.292
O: 3.207 -1.074 1.055
O: 4.918 0.695 0.701
O: 0.868 0.581 -2.750
N: -1.431 -1.736 -1.933
N: -1.245 -1.592 -4.330
N: 6.068 -3.442 -4.289
N: 3.035 -2.579 -5.474
N: 2.819 0.642 -0.667
N: 4.132 2.480 -1.489
N: -0.675 2.202 0.320
N: 1.828 2.590 -0.912
N: 2.911 0.446 -3.731
C: -0.272 2.038 1.587
C: -1.317 3.320 -0.014
C: 2.197 -1.938 -5.014
C: -3.297 0.897 -1.321
C: -0.109 -3.685 -1.663
C: -2.013 -2.206 -3.145
C: 5.595 -2.708 -3.235
C: 1.234 -1.111 -4.370
C: -2.781 -0.551 3.771
C: -1.981 -3.697 -3.212
C: -1.209 -4.623 2.096
C: -3.025 -3.536 0.300
C: -4.249 1.365 -2.217
C: -5.524 0.815 -2.219
C: -1.012 4.179 2.176
C: 1.371 1.473 4.712
C: -3.976 1.949 3.620
C: -3.593 -0.130 -0.423
C: -2.250 -2.686 1.084
C: -0.353 -2.390 -1.398
C: -4.883 -0.660 -0.426
C: -2.002 -5.457 1.319
C: 4.746 -3.285 -2.284
C: -3.441 1.362 2.483
C: -3.916 1.283 4.836
C: -1.540 4.329 0.902
C: -2.908 -4.914 0.421
C: -1.333 -3.246 1.978
C: 1.651 0.050 -3.558
C: -3.315 0.035 4.912
C: -0.822 3.418 5.557
C: 3.012 1.948 -1.002
C: -0.346 3.015 2.569
C: 4.061 3.766 -1.822
C: 1.698 4.446 4.167
C: 4.278 -2.543 -1.215
C: -0.075 -1.416 -4.365
C: -2.833 0.108 2.542
C: 5.989 -1.370 -3.066
C: 1.766 3.858 -1.299
C: -1.036 -4.366 -2.543
C: 2.894 4.517 -1.739
C: 4.648 -1.211 -1.081
C: -0.378 -0.327 0.447
C: 5.519 -0.632 -2.001
C: -5.839 -0.194 -1.322
H: 4.976 4.210 -2.197
H: -6.269 1.177 -2.914
H: -3.538 1.876 1.533
H: -5.160 -1.433 0.280
H: -3.280 -0.494 5.856
H: -4.458 2.917 3.555
H: 0.802 4.349 -1.236
H: 5.826 0.399 -1.869
H: -1.130 4.989 2.888
H: -3.998 2.156 -2.912
H: 3.615 -2.987 -0.484
H: 6.678 -0.926 -3.775
H: -4.346 1.732 5.722
H: -1.444 2.543 5.749
H: -6.834 -0.619 -1.314
H: -2.073 5.222 0.610
H: -1.478 4.234 5.247
H: 3.532 -0.082 -4.325
H: 2.863 5.555 -2.032
H: 3.331 1.112 -3.100
H: -1.426 -0.729 -1.849
H: 0.696 0.624 4.829
H: 2.474 4.227 3.431
H: 6.469 -2.958 -5.072
H: 1.866 1.640 5.673
H: -2.352 -1.542 3.843
H: -0.345 3.712 6.495
H: -0.495 -5.044 2.791
H: 5.615 -4.311 -4.510
H: -3.521 -5.563 -0.192
H: 1.214 5.381 3.878
H: -3.713 -3.129 -0.431
H: -2.300 1.327 -1.338
H: 4.459 -4.323 -2.389
H: -1.910 -6.532 1.413
H: -2.697 -4.189 -3.854
H: 2.187 4.612 5.130
H: -1.628 3.410 -1.049
H: -3.014 -1.793 -3.245
H: 0.692 -4.210 -1.166
H: -0.691 -2.611 2.582
H: -0.980 -5.444 -2.620
H: 2.146 1.206 3.991


- Which value of net charge does entry 2 give?
  +1


- The highest maximum force belongs to which entry?
  C46H43Cl2KN4O2P2Si


- Which formula does entry 2 have?
  C46H43GeMnN9O3S3Si